[1]
{"formula": "C3H8N2O", "method": "ωB97M-V/def2-TZVPD", "symbols": ["H", "H", "H", "C", "H", "N", "H", "H", "H", "N", "H", "C", "O", "C"], "positions_angstrom": [[3.091, 0.483, 0.201], [-3.299, -0.282, 0.253], [2.202, 0.320, -1.339], [-2.413, 0.363, 0.185], [-0.965, -0.562, 1.417], [1.152, -0.314, 0.293], [1.157, -0.663, 1.236], [2.913, -1.121, -0.561], [-2.356, 0.752, -0.831], [-1.156, -0.313, 0.458], [-2.573, 1.193, 0.882], [2.418, -0.158, -0.383], [-0.125, 0.356, -1.479], [-0.047, -0.055, -0.333]], "lowdin_charge": [0.080, 0.077, 0.081, -0.087, 0.119, -0.008, 0.123, 0.081, 0.080, -0.005, 0.079, -0.084, 0.040, -0.575], "e_homo_ev": -9.321, "largest_force_ha_per_bohr": 0.0085, "e_tot_ev": -8268.982, "smiles": "CNC(=O)NC", "mol_weight_g_mol": 88.11}

[2]
{"formula": "C3H8N2O", "method": "ωB97M-V/def2-TZVPD", "symbols": ["H", "H", "O", "H", "C", "N", "H", "H", "H", "N", "C", "H", "C", "H"], "positions_angstrom": [[1.971, -0.234, -0.994], [-2.249, -2.290, 0.919], [-1.580, 1.140, -0.535], [2.168, 0.741, 0.476], [-0.584, 1.812, -0.629], [0.680, 1.393, -0.901], [0.737, -0.231, 0.336], [-1.511, -0.641, 0.617], [-0.141, -3.107, 1.398], [-0.177, -2.168, 1.003], [-1.325, -1.723, 0.753], [-0.680, 2.907, -0.776], [1.444, 0.357, -0.243], [1.249, 2.043, -1.425]], "lowdin_charge": [0.085, 0.064, 0.014, 0.080, -0.369, -0.039, 0.034, 0.037, 0.043, 0.008, -0.125, 0.125, -0.081, 0.122], "e_homo_ev": -9.389, "largest_force_ha_per_bohr": 0.0430, "e_tot_ev": -8267.009, "smiles": "CNC=O.C=N", "mol_weight_g_mol": 88.11}

Energy above the lowest of the compared OMol25 structures with the same formula, charge and spin: 7.9 53.4 (kcal per mole)
Gap between HOMO and LUMO: 10.2 10.3 (eV)